# 1
Formula: C5H7FOS
Source: OMol25
Level of theory: ωB97M-V/def2-TZVPD

Computed properties:
- LUMO energy: 0.680 eV
- SMILES string: F[C@]12C[C@@H]1OC[C@H]2S
- Energy: -20893.626 eV
- F_max: 3.518 eV/Å

Atoms and positions in Å:
F 0.7039 0.1190 1.8289
C 0.3558 0.6083 0.5295
C -0.8237 1.4968 1.0128
C -1.1053 0.3039 0.1576
O -1.1709 -0.9959 0.4089
C 0.0450 -1.5499 -0.1954
C 1.1199 -0.4026 -0.3893
S 1.4653 0.0404 -2.1305
H -0.5789 1.6900 2.0331
H -1.1851 2.4404 0.5029
H -1.4720 0.6927 -0.8272
H 0.4963 -2.2140 0.6428
H -0.1126 -2.1300 -1.1264
H 2.0801 -0.6746 -0.0466
H 0.1822 0.5754 -2.4011

***

# 2
Formula: AgI
Source: OMol25
Level of theory: ωB97M-V/def2-TZVPD

Computed properties:
- Expectation value of S²: 0.753
- Multiplicity: 2
- LUMO energy (alpha / beta): -6.022 / -9.149 eV
- Charge: +1
- Energy: -12089.061 eV
- F_max: 10.997 eV/Å

Atoms and positions in Å:
Ag -29.7123 -22.9453 -9.6086
I -27.9803 -22.2976 -10.6360

***

# 3
Formula: C6H8NO4Se
Source: OMol25
Level of theory: ωB97M-V/def2-TZVPD

Computed properties:
- LUMO energy: 3.123 eV
- Charge: -1
- SMILES string: C/C(=N/[C@H](C[SeH])C(=O)[O-])C(=O)O
- Energy: -81379.159 eV
- F_max: 4.285 eV/Å

Atoms and positions in Å:
C -0.5262 2.4287 0.8733
C 0.1507 1.0768 0.6684
N -0.1580 0.4233 -0.4118
C 0.3572 -0.9269 -0.5310
C 0.4423 -1.1163 -2.0635
Se -1.3193 -0.6586 -2.9887
C -0.8278 -1.8510 0.0908
O -1.5361 -2.4122 -0.6717
O -0.9196 -1.8230 1.3245
C 1.1730 0.6220 1.6783
O 2.2606 1.2475 1.9298
O 0.8791 -0.4717 2.3266
H 0.3275 3.1035 1.0584
H -1.2042 2.5344 1.7223
H -0.9176 2.7001 -0.0947
H 1.4139 -1.3312 -0.1262
H 1.2568 -0.5281 -2.6035
H 0.6203 -2.1932 -2.1838
H -1.6335 0.2204 -1.8259
H 0.1609 -1.0446 1.8285